{"formula": "CH5NO2S2", "method": "ωB97M-V with the def2-TZVPD basis set", "homo_ev": [-8.46, -8.46], "orbital_gap_ev": [7.4, 7.5], "spin_multiplicity": 1, "elements": ["S", "N", "H", "H", "H", "O", "C", "H", "H", "S", "O"], "xyz": [[4.62049, 0.12463, 0.15815], [3.04482, 0.19996, -0.06368], [-0.10576, 1.31047, -0.84214], [-2.40850, -1.82208, 1.09027], [2.36030, -0.38301, 0.40126], [0.07792, -1.41249, -0.43009], [-1.14843, 1.03814, -0.45522], [-1.91223, 1.28964, -1.02531], [-1.31810, 1.38962, 0.58106], [-1.26141, -0.81495, -0.49444], [-1.94909, -0.91993, 1.08012]]}


{"formula": "C36H22BrCl5N3O4Ru", "method": "ωB97M-V with the def2-TZVPD basis set", "homo_ev": [-0.39, -2.29], "total_charge": -2, "orbital_gap_ev": [4.6, 6.5], "spin_multiplicity": 6, "elements": ["Cl", "C", "C", "C", "C", "H", "H", "C", "C", "N", "N", "C", "H", "H", "C", "H", "C", "O", "H", "H", "C", "C", "H", "H", "C", "H", "C", "O", "H", "C", "C", "C", "C", "C", "C", "C", "C", "C", "C", "H", "C", "C", "C", "H", "H", "H", "C", "Ru", "H", "Cl", "Cl", "H", "Br", "O", "C", "C", "C", "C", "H", "H", "C", "C", "C", "C", "N", "H", "Cl", "H", "C", "Cl", "O", "H"], "xyz": [[-6.24149, 1.39314, -0.58979], [3.83986, 1.02304, -2.24800], [0.05754, 2.84582, -1.75454], [1.42198, -0.00060, -3.38712], [-3.61873, 0.61266, -0.59148], [2.52980, 2.08171, -0.93690], [-2.06163, 6.04936, 0.36524], [-1.01027, 4.53458, -0.73187], [2.69451, -0.41839, -3.84809], [1.63798, 1.36090, 1.42595], [1.44597, 0.42093, 0.52816], [0.50639, 5.04983, 4.69795], [-1.14188, 7.89408, -1.03810], [4.81967, 0.11465, -3.87517], [1.29806, 0.89654, -2.21640], [2.62220, 5.15705, 4.33726], [-5.07232, -0.40189, 1.04534], [0.15654, -1.68112, -1.01307], [4.76598, -0.11105, -0.02723], [3.82281, -1.64433, -5.18555], [-2.48696, -0.07992, -0.15123], [1.42549, -2.05591, -1.05055], [4.07829, 1.27168, 0.86508], [1.96838, -3.38864, -2.65203], [0.33683, -0.50259, -4.11225], [2.63877, 3.17581, 2.83159], [0.48895, 1.63759, 2.09440], [-2.15767, 3.11002, 0.84732], [-0.43715, -1.78716, -5.63251], [2.82401, -1.34741, -4.87809], [-2.74422, -0.97067, 0.90414], [-0.67135, 4.37011, 4.41179], [0.45603, -1.41950, -5.14390], [0.02271, 6.57427, -2.30386], [0.40350, 5.28075, -2.58627], [2.53071, -1.35356, -0.72421], [-1.37414, 3.27015, -0.08714], [0.54217, 2.82474, 3.01492], [1.70239, 4.62100, 4.13213], [3.85441, -0.37555, 1.47375], [-3.99014, -1.13926, 1.50338], [-0.86820, 6.86446, -1.23905], [1.59056, -3.44911, -1.62639], [0.49079, 5.92026, 5.34415], [2.28692, -4.04799, -1.03584], [0.61913, -3.94230, -1.64648], [-0.11841, 4.24606, -1.78938], [-0.39043, 0.19704, -0.50745], [1.81846, -2.59728, -6.31569], [-6.63544, -0.58427, 1.77885], [-4.21299, -2.25579, 2.81547], [0.41280, 7.38924, -2.90418], [-1.40086, 0.04822, -3.64371], [-0.56731, 0.99924, 1.99729], [3.91857, 0.23470, 0.57007], [3.89485, 0.23979, -3.31809], [-0.65335, 3.26376, 3.57259], [-4.88346, 0.47435, -0.01366], [-1.61125, 4.71461, 4.82776], [4.71890, 1.57618, -1.92890], [1.71941, 3.51583, 3.29092], [1.71319, -1.86742, -5.52168], [2.63704, 0.07437, -0.24250], [2.59047, 1.10515, -1.42550], [-0.65010, 2.25964, -0.76057], [1.08814, 5.06161, -3.39738], [-3.52522, 1.72798, -1.93109], [-1.55999, 2.74150, 3.29495], [-1.38146, 5.84475, -0.45452], [-1.43625, -1.92987, 1.53817], [0.77388, 2.17795, -2.65515], [3.47894, -1.85694, -0.88431]]}


{"formula": "C6H10N2O5", "method": "ωB97M-V with the def2-TZVPD basis set", "homo_ev": -9.29, "smiles": "NCC(=O)N[C@@H](CC(=O)O)C(=O)O", "orbital_gap_ev": 9.6, "spin_multiplicity": 1, "elements": ["H", "N", "H", "H", "C", "C", "O", "H", "C", "C", "H", "O", "N", "H", "H", "H", "O", "H", "C", "O", "O", "C", "H"], "xyz": [[-2.54506, 0.71887, -0.18319], [-3.52564, -0.85727, 0.72935], [0.30736, -1.01112, -1.52612], [-3.49293, -1.15677, 1.77163], [0.48632, 0.47182, -0.17955], [2.52968, -0.84569, 0.28861], [2.00084, -1.43835, 1.18728], [4.03242, -2.12142, 0.21207], [0.00281, 1.87230, -0.06266], [-2.25565, -0.17052, 0.33748], [2.55088, 0.49801, -1.28100], [3.71117, -1.35397, -0.24956], [-0.30069, -0.38310, -1.08228], [0.70964, 3.63635, -0.14729], [-3.60990, -1.65759, 0.20101], [2.31014, 1.21168, 0.28549], [0.94272, 2.77178, -0.47568], [0.25543, 0.06898, 0.91201], [-1.46481, -1.02801, -0.67059], [-1.06263, 2.38307, 0.23284], [-1.83015, -2.06127, -1.23803], [1.97204, 0.37702, -0.31913], [-1.72400, 0.07521, 1.25731]]}


{"formula": "C6H10", "method": "ωB97M-V with the def2-TZVPD basis set", "homo_ev": -9.75, "smiles": "C=CCC.C#C", "orbital_gap_ev": 11.0, "spin_multiplicity": 1, "elements": ["H", "H", "H", "H", "C", "H", "H", "C", "H", "H", "C", "C", "H", "C", "C", "H"], "xyz": [[-0.29625, -0.60746, 1.62135], [2.01722, -2.01919, -0.90940], [1.87671, -1.24362, 0.76997], [0.72701, 3.98835, -0.33882], [-0.87629, -0.94130, 0.75249], [1.89414, 0.88796, -0.72980], [-0.39882, -1.87813, -1.19528], [1.55056, 1.89245, -0.60990], [-1.54882, -1.73419, 1.10711], [-2.33995, 0.64798, 0.99570], [-1.71566, 0.21688, 0.20608], [1.11849, 3.00519, -0.46668], [-1.07095, 1.00701, -0.19286], [0.06038, -1.51214, -0.27457], [1.38248, -1.59294, -0.13628], [-2.38025, -0.11686, -0.59914]]}


{"formula": "C6H12O", "method": "ωB97M-V with the def2-TZVPD basis set", "homo_ev": -8.50, "smiles": "C=COC.C=CC", "orbital_gap_ev": 9.5, "spin_multiplicity": 1, "elements": ["H", "H", "C", "C", "C", "H", "O", "H", "H", "H", "H", "H", "C", "H", "C", "C", "H", "H", "H"], "xyz": [[0.71548, 3.20701, 0.14631], [1.18081, -0.96152, -1.55601], [-0.27929, 1.53259, 1.05078], [0.19481, 0.64849, 1.92004], [0.20066, -0.99313, -2.04780], [0.00393, 2.07496, -1.01505], [-0.82483, -0.48801, -1.21911], [-0.02754, -2.03080, -2.32226], [-0.50882, -2.44655, 1.48564], [1.49490, 1.64139, -0.15660], [-1.33360, 1.80965, 1.09812], [-0.43314, 0.17765, 2.67226], [-0.20057, -2.02122, 0.53823], [1.21976, 0.28574, 1.85855], [0.52737, 2.14632, -0.05503], [-1.01324, -1.15058, -0.05515], [0.80523, -2.23783, 0.19564], [0.22361, -0.36528, -2.93973], [-1.94553, -0.82889, 0.40117]]}


{"formula": "CH4O3", "method": "ωB97M-V with the def2-TZVPD basis set", "homo_ev": -10.30, "smiles": "OCOO", "orbital_gap_ev": 11.0, "spin_multiplicity": 1, "elements": ["O", "O", "O", "H", "H", "H", "H", "C"], "xyz": [[-1.64510, 0.46940, -0.23915], [-0.72991, -0.50059, 0.30179], [1.34363, 0.67014, -0.05134], [0.50332, -0.68525, -1.24949], [1.14011, -1.44565, 0.34806], [0.89056, 1.35531, 0.51404], [-2.08719, 0.62549, 0.61473], [0.58458, -0.48885, -0.23863]]}


Copy entry 3 word for word.
{"formula": "C6H10N2O5", "method": "ωB97M-V with the def2-TZVPD basis set", "homo_ev": -9.29, "smiles": "NCC(=O)N[C@@H](CC(=O)O)C(=O)O", "orbital_gap_ev": 9.6, "spin_multiplicity": 1, "elements": ["H", "N", "H", "H", "C", "C", "O", "H", "C", "C", "H", "O", "N", "H", "H", "H", "O", "H", "C", "O", "O", "C", "H"], "xyz": [[-2.54506, 0.71887, -0.18319], [-3.52564, -0.85727, 0.72935], [0.30736, -1.01112, -1.52612], [-3.49293, -1.15677, 1.77163], [0.48632, 0.47182, -0.17955], [2.52968, -0.84569, 0.28861], [2.00084, -1.43835, 1.18728], [4.03242, -2.12142, 0.21207], [0.00281, 1.87230, -0.06266], [-2.25565, -0.17052, 0.33748], [2.55088, 0.49801, -1.28100], [3.71117, -1.35397, -0.24956], [-0.30069, -0.38310, -1.08228], [0.70964, 3.63635, -0.14729], [-3.60990, -1.65759, 0.20101], [2.31014, 1.21168, 0.28549], [0.94272, 2.77178, -0.47568], [0.25543, 0.06898, 0.91201], [-1.46481, -1.02801, -0.67059], [-1.06263, 2.38307, 0.23284], [-1.83015, -2.06127, -1.23803], [1.97204, 0.37702, -0.31913], [-1.72400, 0.07521, 1.25731]]}